## P
Here is a cluster of 2 separate species, C2H6NOS in total from the Open Molecules 2025 dataset. Energies are from wB97M-V/def2-TZVPD.

Summary:
Charge   -1
Molecular weight   92.1 u
E_LUMO   4.124 eV
Gap between HOMO and LUMO   0.2622 Eh
HOMO level   -3.011 eV

Last columns: bonded neighbours and bond lengths (Å).
Atoms and positions in Å:
1 C 1.688 -1.288 0.133  S2 1.896, H3 1.092, H4 1.095, H5 1.094
2 S 1.214 -0.808 -1.639  C1 1.896
3 H 1.125 -2.117 0.565  C1 1.092
4 H 2.724 -1.621 0.259  C1 1.095
5 H 1.443 -0.433 0.770  C1 1.094
6 C -1.546 0.895 0.516  N7 1.393, O8 1.274, H9 1.122
7 N -1.221 1.127 -0.819  C6 1.393, H10 1.120, H11 0.977
8 O -2.531 1.450 1.101  C6 1.274
9 H -0.776 0.414 1.175  C6 1.122
10 H -0.235 0.608 -0.932  N7 1.120
11 H -1.885 1.772 -1.130  N7 0.977

Here is what Löwdin gives for the atomic charges, in e: -0.6527, 0.0799, -0.0174, -0.0206, -0.0365, -0.3970, 0.0518, -0.1309, 0.1114, -0.0435, 0.0555


## Q
Here is a cluster of 2 separate species, C2H6NOS in total from the Open Molecules 2025 dataset. Energies are from wB97M-V/def2-TZVPD.

Summary:
Charge   -1
Molecular weight   92.1 u
E_LUMO   4.107 eV
Gap between HOMO and LUMO   0.2512 Eh
HOMO level   -2.728 eV

Last columns: bonded neighbours and bond lengths (Å).
Atoms and positions in Å:
1 C -0.326 1.211 1.834  S2 1.818, H3 1.084, H4 1.096, H5 1.094
2 S 0.266 -0.501 1.976  C1 1.818
3 H 0.258 1.789 2.542  C1 1.084
4 H -0.210 1.586 0.811  C1 1.096
5 H -1.398 1.268 2.046  C1 1.094
6 C -0.010 0.239 -2.039  N7 1.369, O8 1.217, H9 1.107
7 N 0.544 -0.673 -1.182  C6 1.369, H10 1.060, H11 1.021
8 O -0.733 -0.013 -2.986  C6 1.217
9 H 0.302 1.294 -1.909  C6 1.107
10 H 0.307 -0.759 -0.152  N7 1.060
11 H 0.524 -1.550 -1.705  N7 1.021

Here is what Löwdin gives for the atomic charges, in e: -0.6944, 0.1039, -0.0288, -0.0241, -0.0157, -0.4580, 0.0523, -0.0385, 0.1081, -0.0824, 0.0776


## R
Here is a cluster of 2 separate species, C2H6NOS in total from the Open Molecules 2025 dataset. Energies are from wB97M-V/def2-TZVPD.

Summary:
Charge   -1
Molecular weight   92.1 u
E_LUMO   4.099 eV
Gap between HOMO and LUMO   0.2472 Eh
HOMO level   -2.628 eV

Last columns: bonded neighbours and bond lengths (Å).
Atoms and positions in Å:
1 C 2.368 -0.765 -1.715  S2 1.846, H3 1.099, H4 1.098, H5 1.088
2 S 0.916 -0.429 -0.625  C1 1.846
3 H 2.471 0.144 -2.323  C1 1.099
4 H 3.355 -0.835 -1.238  C1 1.098
5 H 2.231 -1.614 -2.382  C1 1.088
6 C -1.862 0.339 1.960  N7 1.350, O8 1.218, H9 1.109
7 N -2.086 0.708 0.681  C6 1.350, H10 1.021, H11 1.022
8 O -2.463 0.685 2.961  C6 1.218
9 H -1.147 -0.496 2.105  C6 1.109
10 H -1.361 0.593 -0.029  N7 1.021
11 H -2.422 1.670 0.605  N7 1.022

Here is what Löwdin gives for the atomic charges, in e: -0.7339, 0.0143, -0.0339, -0.0172, -0.0253, -0.4528, 0.1023, -0.0401, 0.1162, -0.0279, 0.0982


Q: What are the energies relative to the best structure? A: P 0.0211; Q 0.0048; R 0.0000, in hartree.